# 1
16
Properties=species:S:1:pos:R:3:forces:R:3:mulliken_charge:R:1 method="wB97M-V/def2-TZVPD" lumo_ev=-3.43 orbital_gap_ev=10.630 charge=+1 e_homo_ev=-14.060 smiles="C=C[C@H]([NH3+])B(O)O"
B -1.3475 -0.4676 0.0474 3.1747 -0.3114 -1.7473 0.420
C 1.9217 -1.1927 0.3642 0.8994 -1.0129 0.9304 -0.873
C 1.2835 -0.0672 0.3538 -0.5691 1.4884 -0.0160 -0.309
C 0.0135 0.2053 -0.4309 1.4164 1.8519 -2.4940 0.377
N -0.0813 1.7998 -0.4949 5.2435 -0.6333 -0.9588 -0.413
O -1.4202 -1.7145 -0.3183 0.9574 -1.8163 -1.1866 -0.441
O -2.1571 0.2494 0.7263 -3.6941 0.8359 3.1599 -0.446
H 2.7983 -1.3519 1.0168 -0.4851 0.0314 -0.8019 0.289
H 1.4868 -1.9648 -0.2115 0.0145 -1.2567 -0.2971 0.296
H 1.7683 0.7777 0.8192 -0.2042 0.3224 0.5481 0.127
H 0.3144 0.0230 -1.5268 -0.9806 -0.3403 1.5444 0.286
H 0.7312 2.1409 0.1111 -1.4855 -0.4297 -0.5489 0.328
H 0.2929 2.1375 -1.4445 -1.5835 -0.4507 1.5024 0.406
H -0.8744 2.2495 -0.1560 -2.2130 0.8250 0.3285 0.325
H -1.9175 -2.4455 -0.0046 -0.9337 -0.6316 0.4971 0.314
H -2.8127 -0.3786 1.1485 0.4429 1.5279 -0.4603 0.316

=====

# 2
11
Properties=species:S:1:pos:R:3:forces:R:3:mulliken_charge:R:1 method="wB97M-V/def2-TZVPD" lumo_ev=-0.90 orbital_gap_ev=8.144 charge=0 e_homo_ev=-9.039
C 1.3461 1.1253 0.0164 0.9227 -0.6130 -0.9244 -0.728
C -0.0101 -0.7099 0.0142 -2.2479 3.7791 -1.8438 0.593
C 0.0025 0.7616 -0.2068 2.3472 -2.6112 2.8426 0.636
H 2.0499 2.0341 0.1374 -1.8131 -1.6511 -0.4547 0.329
H 2.9741 -0.3339 0.1481 -1.3415 0.3255 -0.3335 0.264
H -1.6467 2.0239 1.0261 1.0738 -3.1178 -4.1194 0.354
N 1.9567 -0.1677 -0.0078 3.1117 4.2396 1.0023 0.347
N 1.1934 -1.1528 0.0502 -0.1528 -5.0173 0.0497 -0.823
N -1.2963 -1.1296 0.0169 -3.6407 0.0728 0.4530 -0.270
N -2.2177 -0.1118 0.0250 8.0872 -1.5654 -0.1725 -0.381
N -1.2657 1.0210 -0.1206 -6.3467 6.1587 3.5005 -0.321

=====

# 3
20
Properties=species:S:1:pos:R:3:forces:R:3:mulliken_charge:R:1 method="wB97M-V/def2-TZVPD" lumo_ev=0.66 orbital_gap_ev=7.789 charge=0 e_homo_ev=-7.132
C 0.8281 1.7473 -0.3810 0.6110 1.1160 -1.0319 -0.721
C 0.2656 0.9920 0.5494 0.8836 1.1353 0.4906 -0.546
C 3.3413 -0.3612 0.1732 -1.1389 0.6884 -0.0148 0.650
C -0.5279 -0.8394 -1.2314 -1.2271 5.1339 -0.1925 -0.891
C -1.9301 0.5158 0.1925 -0.7850 0.9920 2.6002 -1.125
C -0.4348 -1.1160 1.2367 -1.6397 -1.9681 -1.7333 -0.791
N -0.6440 -0.1283 0.1214 1.6899 -0.8431 -0.2882 0.368
O 2.6011 -1.1892 -0.0829 -1.0837 -2.6148 -0.6581 -0.382
O 3.9357 0.5686 0.4245 2.2684 1.9398 0.6610 -0.311
H 0.9029 1.6687 -1.4788 -0.4952 -0.5013 0.1462 0.240
H 1.3083 2.7067 -0.0969 -0.1005 -0.8860 0.2993 0.244
H -1.3730 -1.4445 -1.2657 -1.1475 -1.5886 -0.2926 0.406
H -0.7807 0.0730 -2.0090 1.4060 -2.5684 1.5410 0.310
H 0.4080 -1.3156 -1.2262 1.0970 -0.4852 -0.6555 0.265
H -2.6411 -0.2605 0.2219 -1.3712 -0.7829 0.2381 0.444
H -2.0095 1.2474 1.0808 0.3349 -1.6036 -1.1348 0.329
H -2.0966 1.1206 -0.6407 0.0027 0.8419 -1.5562 0.476
H -1.2632 -1.9498 1.1438 1.5984 1.5180 0.4217 0.296
H 0.5781 -1.5384 1.1858 -0.4906 0.1129 -0.3017 0.295
H -0.4683 -0.4973 2.0827 -0.4125 0.3639 1.4614 0.444

=====

# 4
59
Properties=species:S:1:pos:R:3:forces:R:3:mulliken_charge:R:1 method="wB97M-V/def2-TZVPD" lumo_ev=-0.11 orbital_gap_ev=6.969 charge=0 e_homo_ev=-7.078
Rh 0.0206 0.0455 -0.0025 0.3224 0.7520 0.0608 -0.338
N 1.9693 -0.1747 3.6419 -0.0021 0.0508 0.0387 -0.413
C 1.5945 0.1435 2.3967 0.0916 0.0101 -0.0752 0.765
O 0.3923 0.3330 2.1438 -0.0756 -0.4182 -0.2539 -0.637
C 2.6534 0.3191 1.3356 -0.0115 -0.0445 0.0414 -0.732
C 2.1296 -0.0732 -0.0573 -0.1912 -0.0814 0.1065 -1.253
H 1.2571 -0.3186 4.3391 0.0055 -0.0014 -0.0031 0.266
H 2.9293 -0.3595 3.8677 -0.0102 0.0019 -0.0064 0.194
H 3.5706 -0.2021 1.6298 -0.0082 0.0046 0.0185 0.442
H 2.9023 1.3878 1.3739 -0.0180 0.0058 -0.0034 0.316
H 2.4354 -1.0942 -0.2942 0.0066 0.0804 -0.0304 0.507
H 2.5720 0.5768 -0.8179 0.0397 0.0300 0.0476 0.526
C -0.0422 5.2581 -0.9560 0.0016 0.0155 -0.0017 -1.236
C 0.0249 4.0554 -1.8169 -0.0321 0.0725 0.1172 0.995
N 0.0450 4.0412 -3.1046 0.0370 0.0782 -0.1342 -0.817
N 0.0989 2.7145 -3.4398 -0.0001 -0.1419 0.2900 0.200
C 0.1050 1.8938 -2.3748 0.0036 0.0816 -0.0281 0.274
S 0.1283 0.2189 -2.3177 -0.2463 -0.1375 0.1140 -0.456
N 0.0751 2.7677 -1.3203 0.0039 -0.1870 -0.2288 0.504
N 0.0542 2.3366 0.0010 -0.0345 -0.1305 -0.0222 -0.778
H -0.1182 6.1364 -1.5905 0.0028 0.0046 -0.0009 0.360
H 0.8509 5.3470 -0.3359 0.0007 0.0025 0.0054 0.297
H -0.9122 5.2158 -0.3002 -0.0084 0.0023 0.0055 0.291
H 0.1071 2.4354 -4.4043 -0.0245 -0.0156 -0.0145 0.184
H 0.8031 2.7513 0.5424 -0.0112 0.0736 -0.0659 0.306
H -0.8656 2.4755 0.4170 0.0138 -0.0044 0.0101 0.259
C -3.0875 -4.2885 -2.0475 0.1010 -0.2136 0.1159 -0.553
C -3.0942 -2.8884 -2.1708 0.1355 0.2031 0.0761 -1.185
C -2.1723 -2.1261 -1.5032 -0.0702 -0.1217 -0.1886 -0.342
C -1.1754 -2.7075 -0.6758 0.0288 0.0560 0.1056 1.431
C -0.1845 -1.9414 0.0340 0.2668 -0.2454 0.1571 0.877
C 0.6887 -2.6344 0.8491 -0.1646 0.2534 -0.1546 -0.165
C 0.6449 -4.0310 1.0045 -0.1333 -0.2631 -0.0885 -1.258
C -0.2739 -4.7691 0.3164 0.1638 0.0481 0.1226 -0.820
C -1.1978 -4.1234 -0.5360 0.0021 0.0074 0.0155 1.084
C -2.1616 -4.8867 -1.2403 -0.1341 0.0399 -0.1254 -0.830
H -3.8194 -4.8829 -2.5788 -0.0063 -0.0297 -0.0040 0.389
H -3.8409 -2.4083 -2.7912 -0.0010 0.0286 -0.0115 0.435
H -2.2259 -1.0534 -1.5719 0.0587 0.0069 -0.1086 0.336
H 1.4637 -2.1046 1.3912 -0.0548 -0.0564 -0.0088 -0.096
H 1.3588 -4.5147 1.6604 -0.0030 -0.0247 0.0139 0.416
H -0.3138 -5.8475 0.4113 0.0113 -0.0087 0.0080 0.345
H -2.1501 -5.9635 -1.1183 -0.0060 -0.0115 -0.0046 0.350
F -9.3193 2.3563 0.6456 0.0226 -0.0471 -0.0171 -0.289
C -8.8879 1.1761 0.1627 -0.1023 0.0031 0.0071 0.853
F -9.5093 0.2116 0.8763 0.0348 0.0439 -0.0381 -0.259
F -9.3646 1.0737 -1.0979 0.0211 -0.0010 0.0473 -0.259
C -7.3990 1.0403 0.2112 0.0371 -0.0148 -0.0047 0.373
C -6.8198 -0.1397 -0.2478 -0.0360 0.0547 0.0213 -0.879
C -5.4489 -0.2918 -0.2208 0.0380 0.0462 0.0215 -0.425
C -4.6259 0.7351 0.2659 -0.1692 -0.0561 0.0412 0.460
C -5.2258 1.9093 0.7278 0.0543 -0.0427 -0.0172 -0.795
C -6.6008 2.0628 0.7002 -0.0695 -0.0233 -0.0114 -0.528
C -3.2096 0.5611 0.2736 0.1866 0.2569 -0.0135 0.696
C -2.0129 0.3453 0.1904 -0.0532 0.0174 0.0514 -1.112
H -7.4471 -0.9377 -0.6237 -0.0129 -0.0047 -0.0061 0.383
H -4.9883 -1.2053 -0.5736 0.0000 -0.0054 0.0137 0.483
H -4.6005 2.7028 1.1150 0.0079 -0.0034 -0.0014 0.417
H -7.0530 2.9759 1.0613 -0.0094 0.0038 -0.0012 0.441

=====

# 5
57
Properties=species:S:1:pos:R:3:forces:R:3:mulliken_charge:R:1 method="wB97M-V/def2-TZVPD" lumo_ev=-4.96 orbital_gap_ev=7.441 charge=+1 e_homo_ev=-12.398
C -2.6319 -0.9492 -0.0219 0.8751 0.8874 0.4743 -0.289
C -2.3248 -0.1285 1.0809 -0.5390 -1.1766 -0.8805 -0.064
S -1.0077 1.1316 1.2017 0.2261 -1.5400 0.7143 0.000
C 0.3070 0.9568 -0.0915 0.8031 -0.0372 -0.0681 -0.446
C -0.3312 1.1356 -1.5096 0.6377 -0.5569 0.0805 -0.263
O 0.6857 1.5099 -2.4596 -1.4899 -0.4895 -0.2083 -0.407
Si 0.1026 0.9739 -4.0200 0.1138 0.0366 -1.0466 0.548
C -1.7812 1.2985 -4.2002 0.4567 0.0180 0.7233 -0.882
C 0.9647 1.8401 -5.4686 -0.0427 -0.3614 0.1909 -1.070
C 0.3971 -0.9155 -4.2570 0.0528 0.7112 0.3310 -0.963
H -2.0364 -1.8401 -0.3188 0.7260 1.6656 -0.8979 0.319
H -3.5339 -0.7022 -0.6407 0.0782 -1.3034 1.8010 0.126
H -2.9709 -0.2253 1.9849 -0.2783 1.8595 -1.0047 0.135
H -0.3985 0.8798 2.4307 0.0436 0.0832 -0.9322 0.273
H 1.0655 1.7612 0.1526 -1.1477 -0.6869 -0.2178 0.233
H 0.8424 -0.0102 0.0040 -0.4689 0.5514 0.0579 0.419
H -1.1582 1.8804 -1.4621 0.4261 -0.4790 -0.1738 0.343
H -0.6971 0.1241 -1.8283 -0.2800 0.8226 0.5663 0.193
H -2.0597 1.0199 -5.2389 0.0219 0.2470 0.6742 0.332
H -2.3362 0.6685 -3.4721 0.0866 0.2394 -0.6106 0.178
H -2.0557 2.3551 -3.9747 0.1800 -0.6546 -0.4090 0.314
H 0.6245 1.3199 -6.4004 0.1473 0.3802 0.7401 0.317
H 0.6814 2.9093 -5.5558 0.4994 -0.5843 0.0777 0.305
H 2.0604 1.6635 -5.4038 -0.5876 0.5037 -0.1008 0.303
H 1.2684 -1.2463 -3.6470 -0.7023 -0.0128 -0.3463 0.274
H 0.6449 -1.0976 -5.3300 -0.3341 0.0626 0.8079 0.347
H -0.5451 -1.4367 -3.9774 0.7946 -0.0392 -0.2034 0.296
C -4.2146 -2.4923 3.2299 0.2050 -0.4130 0.0715 0.245
Cl -5.2904 -1.1511 2.8006 0.0780 0.1851 0.1453 -0.191
Cl -5.1023 -3.8107 3.9938 0.1151 0.0799 -0.0440 -0.136
H -3.7390 -2.8650 2.3257 -0.2059 0.0070 -0.0289 0.237
H -3.4618 -2.1220 3.9232 -0.3305 -0.1358 -0.1467 -0.130
C -6.1706 -1.4763 -2.0270 -0.1468 -0.1927 -0.1648 -0.360
Cl -5.7571 -1.4421 -0.3065 -0.6234 -0.1948 -0.0884 -0.058
Cl -5.7716 0.0528 -2.8127 0.0835 0.0294 -0.0623 -0.141
H -5.6164 -2.2770 -2.5080 0.0313 0.0980 0.0600 0.264
H -7.2372 -1.6532 -2.1266 0.0602 0.0924 0.0762 0.337
C -3.9461 0.0491 6.2480 -0.4196 0.1666 0.2070 -0.164
Cl -4.6304 -0.9865 7.5000 0.0303 0.0913 -0.1118 -0.124
Cl -2.5206 -0.6985 5.5042 0.3568 0.2489 0.0596 -0.189
H -4.6955 0.2157 5.4794 0.0849 -0.1383 -0.0051 0.159
H -3.6527 0.9952 6.6928 0.1171 -0.1331 0.0082 0.336
C 4.5555 1.7780 0.7944 0.3086 0.1308 0.0513 -0.090
Cl 3.9487 0.7694 2.1148 -0.0799 -0.0276 0.0261 -0.173
Cl 3.3447 1.9563 -0.4825 0.3267 0.0779 -0.1998 -0.070
H 4.8022 2.7601 1.1863 -0.1279 -0.0670 0.0253 0.327
H 5.4440 1.3127 0.3754 -0.1268 -0.0802 0.0027 0.045
C 6.4390 0.5181 4.8396 -0.0326 -0.1487 0.0106 -0.063
Cl 6.5923 0.5193 6.5993 -0.0398 -0.0687 -0.0342 -0.158
Cl 7.0478 2.0217 4.1369 -0.0457 -0.0104 -0.1349 -0.153
H 7.0103 -0.3133 4.4374 0.0613 0.1123 0.0643 0.244
H 5.3914 0.4085 4.5784 0.0612 0.1127 0.0611 0.118
C 6.6342 -1.5020 -0.8945 -0.0391 -0.1253 -0.1063 -0.290
Cl 6.7896 -1.5036 0.8666 -0.0583 -0.0438 0.0255 -0.105
Cl 7.2387 0.0051 -1.5924 -0.0582 -0.0018 -0.0533 -0.147
H 7.2058 -2.3321 -1.2986 0.0617 0.1113 0.0768 0.333
H 5.5856 -1.6128 -1.1544 0.0542 0.0908 0.0698 0.229